Entry 1:
46
Properties=species:S:1:pos:R:3:forces:R:3 method="wB97M-V/def2-TZVPD" charge=+4 homo_lumo_gap_ha="0.2292 / 0.1068" spin_multiplicity=2
C 2.4098 -6.2845 -2.7362 0.03 -1.87 -0.88
N 1.6383 -5.3348 -1.9921 0.14 1.10 1.81
C 2.1652 -4.9398 -0.7680 -1.13 0.64 0.66
C 1.5347 -3.9467 -0.0253 2.81 -1.21 1.24
C 0.3961 -3.3523 -0.4118 -1.20 2.05 -0.70
C -0.0691 -3.7836 -1.6625 -2.46 0.26 -1.72
C 0.5203 -4.7669 -2.4340 2.18 -1.73 -0.23
C -0.1775 -2.1813 0.2777 -0.45 -0.72 -1.41
C -1.0445 -1.2633 -0.3788 0.43 -1.08 0.20
C -1.5577 -0.2438 0.3569 -0.50 0.58 -0.87
N -1.2638 -0.0201 1.6416 -0.08 -1.74 0.67
C -0.4600 -0.9152 2.3230 -0.88 0.43 -1.01
C 0.0668 -2.0143 1.6262 0.13 0.82 1.38
C -2.1457 1.0130 2.2867 0.83 0.18 -0.62
H 1.7703 -6.8673 -3.3991 -0.09 0.46 -0.40
H 2.8163 -7.0694 -2.0984 0.27 0.36 0.43
H 3.2139 -5.7809 -3.2727 0.06 0.08 -0.08
H 3.0185 -5.4860 -0.3940 0.32 0.10 -0.17
H 1.9974 -3.5349 0.8594 0.52 -0.62 0.15
H -0.9702 -3.4128 -2.1282 -0.22 0.34 0.22
H 0.2894 -5.1960 -3.3979 -1.07 0.62 -0.25
H -1.3974 -1.4201 -1.3874 0.09 0.17 -0.04
H -2.3119 0.3771 -0.1035 0.09 0.38 0.16
H -0.4272 -0.7329 3.3870 0.46 -0.20 0.13
H 0.6095 -2.8197 2.0987 0.01 0.40 0.74
H -1.7519 1.3093 3.2589 -0.23 -0.10 -0.12
H -3.1680 0.6353 2.2666 0.04 -0.28 0.50
H -2.1347 1.8134 1.5467 0.12 0.40 0.43
Hf -0.1563 3.8759 -2.4183 -3.39 0.63 10.88
C -2.7557 5.4080 0.8073 -1.33 0.98 1.35
F -4.0747 5.4227 0.5083 2.15 -0.34 -0.39
F -2.5624 6.2904 1.7778 0.36 -0.59 -0.97
F -2.3842 4.1958 1.2408 -0.04 0.60 -0.83
S -1.6905 6.0146 -0.7345 -1.82 7.25 1.95
O -0.2921 5.5594 -0.6831 4.08 -2.10 -0.49
O -2.0905 5.1573 -1.8171 -1.08 -3.69 -5.33
O -1.8804 7.4892 -0.8701 0.51 -5.30 0.66
C 1.9403 3.6025 1.6749 -1.19 -0.18 2.58
F 0.7438 4.1536 1.6715 -1.28 0.78 -1.44
F 2.8265 4.5602 1.8018 0.21 -1.06 -0.96
F 1.8653 2.8938 2.8403 1.34 -0.52 -1.18
S 2.0934 2.3786 0.1836 4.57 -1.16 3.32
O 1.5443 1.0899 0.5896 -1.05 1.45 -0.92
O 1.3100 3.1250 -0.8817 -2.85 1.44 -4.26
O 3.5268 2.3555 -0.0386 -2.28 0.37 -0.69
F -1.5307 2.6463 -0.9919 2.85 1.61 -3.47

=====

Entry 2:
35
Properties=species:S:1:pos:R:3:forces:R:3 method="wB97M-V/def2-TZVPD" charge=-1 e_above_lowest_kj_mol=0.0 homo_lumo_gap_ha="0.2131 / 0.2379" spin_multiplicity=6
C 3.3872 -1.5675 -0.6608 -0.27 -1.02 0.90
C 2.6369 -2.7071 -1.1026 0.23 0.33 0.82
C 1.6749 -3.0345 -0.0959 0.87 0.64 0.50
C 1.8575 -2.1176 0.9993 0.89 -0.56 -0.67
C 2.9139 -1.2052 0.6444 -0.06 -1.04 -0.36
Fe 1.1262 -0.7472 -0.7943 1.35 -1.18 -0.72
N 1.7851 0.5828 -1.9095 0.47 1.99 -0.78
C 1.1639 0.2128 -3.1859 -0.71 0.52 0.71
C 0.9538 -1.2493 -2.9913 -0.26 -0.48 -0.30
H 0.9802 -3.8689 -0.1039 0.09 0.23 -0.08
H 2.8102 -3.2583 -2.0237 -0.23 0.31 0.20
H 1.4527 -2.2580 1.9955 -0.24 0.35 -0.32
H 3.3551 -0.4632 1.3054 -0.29 -0.05 -0.26
H 4.2236 -1.1100 -1.1831 -0.46 0.03 0.02
H 1.6762 -1.8813 -3.5066 -0.28 -0.26 0.29
H 1.7417 0.5663 -4.0492 0.12 -0.33 -0.17
H 1.7908 1.5929 -1.7948 0.09 0.00 0.22
H -0.0806 -1.5764 -3.0114 -0.11 -0.24 -0.42
H 0.1544 0.6490 -3.2284 0.30 0.29 -0.40
O -1.1924 1.2653 -1.5381 -0.63 -0.14 1.84
C -1.2216 0.9659 -0.3377 1.30 -0.89 -1.15
N -0.3773 0.0118 0.2302 -1.58 0.75 1.32
S -0.5937 -0.1553 1.9024 0.33 0.39 -1.76
O -1.1043 -1.4610 2.2295 -0.03 0.23 0.14
O 0.5546 0.3333 2.6296 -0.48 -0.14 -0.08
C -1.8912 1.0493 1.9467 -0.60 0.19 1.01
C -2.6142 1.4605 3.0740 -0.09 0.17 -0.48
C -3.6149 2.4290 2.9042 0.45 -0.29 -0.29
C -3.8475 2.9627 1.6247 0.25 -0.17 -0.09
C -3.1040 2.5439 0.5132 0.24 -0.41 0.38
C -2.1200 1.5521 0.6877 -0.93 1.05 0.27
H -2.3943 1.0257 4.0439 -0.06 0.09 -0.08
H -4.2032 2.7774 3.7591 0.24 -0.17 -0.33
H -4.6186 3.7217 1.5061 0.15 -0.13 -0.04
H -3.2612 2.9583 -0.4789 -0.03 -0.06 0.17

=====

Entry 3:
29
Properties=species:S:1:pos:R:3:forces:R:3 method="wB97M-V/def2-TZVPD" charge=+1 e_above_lowest_kj_mol=1544.8 homo_lumo_gap_ha=0.2245
C 4.4563 -3.0121 0.5679 -4.49 9.15 0.59
C 3.8266 -1.7588 0.8363 4.18 -8.00 -2.50
C 3.1312 -0.2453 0.9895 1.10 -1.99 0.22
C 3.0724 0.3739 -0.5299 0.87 -0.30 0.29
C 2.1746 1.7380 -0.6875 -1.37 -1.29 -0.24
C 0.6209 1.3355 -0.3372 -2.93 -1.17 -0.15
C -0.1100 2.1268 0.9257 -3.27 -2.39 -0.71
C -1.6411 1.7859 1.4110 2.86 -1.67 -3.28
C -2.4409 0.5869 0.5630 -0.63 -0.28 0.06
C -3.9566 0.1440 1.0082 2.32 -1.28 -2.67
N -4.6855 -0.9436 0.2430 4.16 1.82 -0.74
C -4.0947 -1.6346 -0.9707 3.49 1.57 -0.19
C -2.5750 -1.3101 -1.5597 -2.81 2.03 4.26
C -1.7164 -0.1646 -0.7284 0.12 -0.35 -0.50
C -0.1737 0.1860 -1.2140 -1.57 2.52 3.89
H 4.9324 -3.9091 -0.0531 -1.32 2.42 1.97
H 2.0903 -0.4319 1.4908 1.93 0.53 -1.08
H 3.8404 0.3406 1.7284 -1.59 -1.02 -1.63
H 2.7221 -0.5108 -1.2382 0.51 2.13 1.41
H 4.1778 0.6324 -0.8384 -2.20 -0.53 0.58
H 2.4881 2.6074 0.0317 -0.44 -1.74 -1.55
H 2.2147 2.0373 -1.8361 -0.07 -0.35 2.59
H 0.4943 2.9687 1.5060 -1.44 -2.07 -1.44
H -2.1920 2.3162 2.3153 1.45 -1.20 -2.17
H -4.4609 0.6601 1.9519 0.96 -1.46 -2.39
H -5.6397 -1.2339 0.5627 1.33 0.44 -0.45
H -4.7453 -2.4568 -1.4983 1.28 1.93 1.38
H -2.1013 -1.8364 -2.5018 -1.37 1.07 2.21
H 0.2909 -0.3917 -2.1382 -1.05 1.47 2.28